13 unconnected molecules or ions with the total composition C68H175N13O21, computed with ωB97M-V/def2-TZVPD.

Geometry as ORCA input:
```
! wB97M-V def2-TZVPD RIJCOSX def2/J DEFGRID3
* xyz 0 1
C 3.308 -1.074 -4.646
O 3.923 -0.650 -3.443
C 3.131 -0.908 -2.296
C 4.141 -1.391 -1.214
N 4.502 -2.746 -1.445
C 5.959 -3.088 -1.459
C 6.615 -2.571 -2.694
O 6.009 -3.126 -3.821
C 6.318 -2.292 -4.958
H 3.218 -2.161 -4.606
H 3.957 -0.807 -5.501
H 2.316 -0.609 -4.718
H 2.356 -1.612 -2.548
H 2.632 0.013 -2.000
H 3.512 -1.339 -0.289
H 4.982 -0.682 -1.109
H 4.170 -3.014 -2.365
H 6.052 -4.159 -1.483
H 6.462 -2.653 -0.605
H 7.682 -2.810 -2.705
H 6.532 -1.493 -2.763
H 7.405 -2.156 -5.178
H 5.829 -1.276 -4.779
H 5.870 -2.749 -5.886
C 0.103 3.411 4.073
O -0.065 4.151 2.897
C 1.215 4.623 2.376
C 0.947 5.832 1.456
N 0.295 6.867 2.154
C -0.022 7.941 1.276
C -0.576 9.145 1.949
O -1.718 8.817 2.705
C -2.364 9.983 3.262
H 0.878 2.670 3.919
H -0.877 2.947 4.293
H 0.481 3.959 4.936
H 1.666 3.753 1.850
H 1.814 4.871 3.263
H 0.278 5.247 0.687
H 1.806 6.179 0.989
H -0.484 6.469 2.659
H -0.708 7.639 0.469
H 0.900 8.201 0.795
H -0.747 9.954 1.191
H 0.209 9.562 2.606
H -2.880 9.589 4.126
H -3.019 10.533 2.527
H -1.716 10.705 3.743
C -1.172 -2.645 4.133
O -2.112 -1.638 3.772
C -3.465 -2.032 3.432
C -4.530 -1.295 4.244
N -4.375 0.104 3.905
C -4.851 1.089 4.938
C -3.946 1.036 6.196
O -2.620 1.561 5.707
C -1.655 1.303 6.721
H -0.898 -3.244 3.254
H -1.673 -3.375 4.807
H -0.345 -2.108 4.658
H -3.482 -3.062 3.785
H -3.640 -1.926 2.326
H -4.454 -1.443 5.344
H -5.521 -1.613 3.962
H -3.361 0.290 3.807
H -5.893 0.840 5.172
H -4.794 2.115 4.507
H -3.835 -0.006 6.570
H -4.317 1.797 6.888
H -0.626 1.376 6.335
H -1.839 0.290 7.086
H -1.652 1.981 7.605
C 0.969 1.744 -4.963
O 0.306 0.522 -5.406
C 0.019 0.583 -6.771
C -0.232 -0.908 -7.213
N 0.906 -1.780 -7.134
C 0.497 -3.075 -7.621
C 1.699 -4.028 -7.432
O 2.002 -4.207 -6.071
C 3.159 -4.906 -5.756
H 1.283 1.474 -3.972
H 0.359 2.664 -4.949
H 1.844 1.838 -5.632
H 0.914 0.851 -7.332
H -0.765 1.240 -7.076
H -0.420 -0.862 -8.272
H -1.173 -1.331 -6.796
H 1.202 -1.852 -6.207
H 0.176 -2.975 -8.665
H -0.338 -3.529 -6.988
H 2.599 -3.607 -7.975
H 1.385 -4.992 -7.757
H 3.404 -4.627 -4.731
H 3.965 -4.445 -6.359
H 3.182 -6.028 -5.923
C -2.276 5.868 -1.574
O -0.889 5.877 -1.780
C -0.363 4.607 -2.230
C 0.828 4.757 -3.134
N 0.417 5.529 -4.297
C 1.428 5.977 -5.151
C 2.108 7.217 -4.780
O 1.138 8.230 -4.864
C 1.548 9.528 -4.546
H -2.878 5.860 -2.457
H -2.554 6.735 -0.937
H -2.458 4.988 -0.982
H -1.148 4.074 -2.797
H -0.076 4.083 -1.340
H 1.080 3.750 -3.439
H 1.546 5.241 -2.477
H -0.034 6.334 -3.913
H 0.952 6.243 -6.099
H 2.158 5.222 -5.346
H 2.982 7.420 -5.325
H 2.425 7.197 -3.754
H 2.327 9.799 -5.263
H 1.944 9.605 -3.529
H 0.693 10.143 -4.672
C -3.104 2.251 1.147
O -3.547 3.586 0.979
C -3.720 4.302 2.181
C -3.676 5.734 1.762
N -4.749 6.129 0.930
C -6.016 5.999 1.648
C -6.899 7.249 1.533
O -8.119 7.066 2.256
C -8.044 7.467 3.639
H -3.143 1.807 0.143
H -3.710 1.731 1.881
H -2.076 2.277 1.514
H -2.840 4.180 2.791
H -4.631 3.992 2.653
H -2.744 5.757 1.156
H -3.614 6.462 2.590
H -4.768 5.689 0.034
H -5.819 5.803 2.714
H -6.677 5.263 1.272
H -7.146 7.434 0.506
H -6.331 8.098 1.840
H -9.006 7.068 4.024
H -7.895 8.530 3.844
H -7.217 6.975 4.079
C 7.377 -0.744 1.857
O 7.078 -0.519 0.459
C 7.519 0.677 -0.095
C 6.796 1.879 0.408
N 5.389 1.826 0.404
C 4.803 2.911 1.172
C 4.793 2.889 2.684
O 4.127 1.705 3.115
C 3.775 1.793 4.524
H 6.967 0.082 2.489
H 8.454 -0.624 2.059
H 7.081 -1.768 2.060
H 7.352 0.595 -1.191
H 8.592 0.876 0.065
H 7.133 2.664 -0.232
H 7.223 2.175 1.449
H 5.021 0.943 0.744
H 3.764 3.041 0.905
H 5.233 3.871 0.805
H 4.299 3.800 3.027
H 5.812 2.828 3.119
H 3.544 0.750 4.846
H 2.923 2.442 4.728
H 4.651 2.223 5.078
C -0.646 -6.595 2.735
O -1.116 -7.027 4.039
C -0.599 -8.304 4.491
C -1.006 -8.412 5.969
N -2.474 -8.429 6.106
C -3.045 -8.348 7.468
C -4.570 -8.032 7.418
O -5.344 -9.175 7.022
C -6.319 -9.491 8.022
H 0.324 -7.068 2.571
H -0.471 -5.549 2.568
H -1.330 -6.975 1.998
H 0.467 -8.433 4.303
H -1.025 -9.136 3.907
H -0.535 -7.547 6.479
H -0.736 -9.376 6.388
H -2.901 -7.782 5.462
H -2.620 -7.459 8.013
H -2.912 -9.245 8.053
H -4.737 -7.153 6.789
H -4.858 -7.771 8.431
H -5.831 -9.681 8.978
H -6.780 -10.510 7.732
H -7.061 -8.756 8.041
C -5.818 -7.007 3.276
C -4.411 -6.419 3.102
C -4.301 -5.539 1.875
O -5.111 -4.396 1.972
C -5.072 -3.672 0.742
N -3.913 -5.874 4.348
H -6.186 -7.404 2.335
H -6.589 -6.433 3.726
H -5.824 -7.880 3.909
H -3.811 -7.284 2.762
H -4.478 -6.143 0.984
H -3.284 -5.205 1.734
H -4.060 -3.653 0.290
H -5.386 -2.649 0.891
H -5.767 -4.159 0.054
H -4.509 -5.060 4.635
H -2.936 -5.742 4.336
C 1.169 -6.735 -2.114
C 0.504 -6.162 -0.812
C 1.539 -5.184 -0.303
O 1.169 -4.702 1.011
C 2.187 -4.092 1.722
N -0.772 -5.636 -1.194
H 0.931 -6.060 -2.956
H 0.683 -7.661 -2.433
H 2.235 -6.976 -2.096
H 0.474 -6.980 -0.061
H 1.679 -4.307 -0.959
H 2.468 -5.743 -0.186
H 3.041 -4.753 2.018
H 1.833 -3.687 2.634
H 2.690 -3.363 1.087
H -1.117 -5.109 -0.365
H -0.737 -4.944 -1.953
C -1.864 -5.106 -4.744
C -1.625 -3.568 -4.689
C -2.587 -2.850 -3.815
O -3.903 -3.056 -4.337
C -4.921 -2.524 -3.576
N -0.303 -3.370 -4.147
H -2.870 -5.523 -5.042
H -1.697 -5.540 -3.716
H -1.057 -5.535 -5.430
H -1.818 -3.206 -5.697
H -2.380 -1.792 -3.840
H -2.526 -3.198 -2.782
H -5.821 -2.750 -4.105
H -4.786 -1.483 -3.427
H -5.004 -3.030 -2.596
H 0.354 -3.741 -4.834
H -0.102 -2.388 -4.060
C 6.346 2.344 -4.244
C 5.619 2.878 -2.961
C 5.149 4.338 -3.325
O 6.247 5.141 -3.681
C 5.906 6.486 -3.890
N 4.461 2.084 -2.603
H 5.666 2.344 -5.119
H 6.695 1.316 -4.150
H 7.224 2.923 -4.545
H 6.381 2.930 -2.152
H 4.661 4.698 -2.426
H 4.397 4.398 -4.104
H 5.255 6.475 -4.765
H 6.833 7.036 -4.106
H 5.467 6.898 -2.948
H 4.462 1.860 -1.591
H 4.480 1.202 -3.044
C -2.432 -1.207 -0.920
C -1.091 -1.657 -0.391
C -0.467 -0.389 0.192
O 0.133 0.319 -0.847
C 0.620 1.547 -0.374
N -1.309 -2.797 0.512
H -2.389 -0.390 -1.628
H -3.150 -0.961 -0.126
H -2.910 -2.050 -1.419
H -0.397 -1.984 -1.167
H 0.356 -0.705 0.880
H -1.173 0.226 0.799
H 1.076 2.041 -1.234
H 1.493 1.448 0.335
H -0.165 2.181 -0.028
H -0.501 -3.322 0.791
H -1.717 -2.428 1.359
*
```

Properties
* energy above the lowest of the compared OMol25 structures with the same formula, charge and spin: 1.796 eV